# 1
{
  "formula": "C6H12BNO6",
  "method": "ωB97M-V with the def2-TZVPD basis set",
  "e_lumo_ha": 0.0001,
  "largest_force_ev_per_a": 5.3,
  "homo_lumo_gap_ev": 9.78,
  "e_above_lowest_ev": 2.8009,
  "total_energy_ev": -20867.686,
  "symbols": ["O", "C", "O", "C", "C", "C", "O", "C", "O", "N", "C", "B", "O", "O", "H", "H", "H", "H", "H", "H", "H", "H", "H", "H", "H", "H"],
  "xyz": [[0.701537, 3.453615, -1.730806], [0.673069, 2.432531, -0.990487], [1.752357, 1.472291, -0.994617], [-0.579272, 2.128480, -0.023075], [-0.068900, 2.120291, 1.532169], [-0.136307, 0.645943, 2.155623], [0.734638, -0.282714, 1.400838], [0.153502, -1.581464, 1.670549], [0.382114, -2.153602, 2.772317], [-0.743698, -2.235943, 0.707271], [-0.022424, -2.720649, -0.512804], [-0.068025, -1.696096, -1.778611], [1.209377, -1.404951, -2.443649], [-1.251199, -1.085687, -2.327710], [1.590363, 0.824244, -1.730829], [-1.330033, 2.997090, -0.140618], [-1.064400, 1.132201, -0.300316], [-0.788407, 2.798420, 2.106948], [1.005959, 2.516802, 1.549350], [-1.202233, 0.201252, 2.050860], [0.160291, 0.620317, 3.267760], [-1.532090, -1.612384, 0.482723], [-0.563779, -3.691583, -0.843632], [1.084617, -2.969229, -0.293607], [1.125921, -1.808136, -3.339130], [-1.222980, -0.101039, -2.246521]],
  "forces_ev_per_a": [[0.047, -4.224, 3.181], [-0.324, 2.092, -2.450], [-2.269, 0.986, -0.478], [0.964, 0.750, 0.388], [-0.298, -0.909, -0.715], [-0.457, 0.434, 0.159], [-2.113, -1.451, 0.552], [0.786, -1.909, 3.800], [-0.635, 2.596, -4.615], [1.257, 1.227, 0.605], [-0.035, -0.455, -1.054], [0.872, 0.780, -0.978], [-2.212, -1.161, 0.264], [1.489, 0.036, 1.732], [0.276, 0.677, 0.769], [1.282, -1.541, -0.116], [0.704, 1.290, 0.381], [1.267, -0.977, -0.578], [-1.622, -0.552, 0.281], [1.392, 1.152, 0.339], [-0.412, 0.089, -1.734], [0.603, -0.285, -0.124], [1.031, 1.329, 0.512], [-1.935, 0.322, -0.142], [0.267, 0.871, 0.570], [0.073, -1.167, -0.549]],
  "mulliken_charge": [-0.555, 0.384, -0.417, -0.037, -0.709, -0.457, -0.185, 0.366, -0.522, -0.203, -0.458, 0.684, -0.631, -0.607, 0.277, 0.346, -0.027, 0.324, 0.328, 0.344, 0.284, 0.334, 0.242, 0.253, 0.305, 0.335]
}

# 2
{
  "formula": "C26H29ClN2O4",
  "method": "ωB97M-V with the def2-TZVPD basis set",
  "e_lumo_ha": -0.0188,
  "largest_force_ev_per_a": 2.2,
  "homo_lumo_gap_ev": 5.02,
  "total_energy_ev": -51122.908,
  "symbols": ["C", "C", "O", "C", "C", "C", "C", "C", "Cl", "C", "C", "C", "O", "H", "H", "H", "H", "H", "H", "H", "H", "H", "H", "C", "C", "N", "C", "C", "C", "C", "C", "O", "C", "O", "C", "C", "C", "C", "C", "C", "N", "C", "C", "H", "H", "H", "H", "H", "H", "H", "H", "H", "H", "H", "H", "H", "H", "H", "H", "H", "H", "H"],
  "xyz": [[4.807131, -1.771003, 1.682716], [3.415616, -1.209388, 1.789239], [3.283425, -0.090174, 0.886239], [2.061627, 0.505438, 1.071358], [1.691537, 1.454463, 0.028600], [0.348158, 1.874099, -0.098970], [-0.605403, 1.711506, 0.960146], [-1.912891, 2.168054, 0.838824], [-3.000627, 1.952158, 2.147467], [-2.344744, 2.791088, -0.342698], [-1.434018, 2.958038, -1.395114], [-0.124225, 2.514577, -1.285041], [1.394413, 0.177990, 2.062178], [4.839501, -2.712587, 2.236662], [5.102923, -1.970922, 0.648394], [5.534971, -1.096410, 2.145705], [2.671024, -1.969345, 1.513095], [3.222169, -0.879062, 2.815701], [2.328655, 1.468102, -0.852089], [-0.296934, 1.209991, 1.869174], [-3.372615, 3.131422, -0.410920], [-1.767028, 3.437799, -2.315733], [0.578109, 2.634820, -2.111971], [8.583088, 4.711075, -0.182543], [7.287420, 4.432757, -0.915747], [6.620547, 3.187927, -0.316621], [5.333900, 2.786899, -1.027916], [4.246409, 3.793176, -0.918747], [3.209303, 3.758593, -0.035621], [2.373846, 4.908270, 0.129705], [2.485920, 5.957683, -0.801234], [3.378519, 5.888508, -1.854693], [4.262884, 4.852388, -1.951152], [5.043726, 4.881354, -2.893288], [1.704064, 7.109485, -0.749080], [0.766859, 7.225768, 0.267959], [0.637894, 6.212647, 1.230764], [1.432340, 5.075319, 1.175177], [6.366126, 3.440915, 1.171161], [7.678973, 3.753855, 1.855554], [8.809270, 3.714638, 0.891728], [8.893349, 2.359285, 0.284844], [7.613775, 2.027360, -0.443529], [9.433144, 4.659589, -0.875408], [8.557312, 5.707326, 0.277809], [6.586150, 5.268548, -0.823961], [7.453543, 4.221761, -1.980354], [5.599277, 2.621448, -2.082418], [5.017632, 1.836301, -0.572931], [3.141212, 2.936507, 0.686100], [1.840718, 7.884330, -1.500189], [0.130759, 8.109554, 0.316712], [-0.090568, 6.317901, 2.036757], [1.360188, 4.282755, 1.926413], [5.659149, 4.274473, 1.245386], [5.905044, 2.527751, 1.568697], [7.647305, 4.757095, 2.298889], [7.880458, 3.017494, 2.643341], [9.740036, 2.356072, -0.412347], [9.075813, 1.637037, 1.089535], [7.120566, 1.145956, -0.017911], [7.782265, 1.882310, -1.516884]],
  "forces_ev_per_a": [[0.276, -0.059, 0.007], [0.223, 0.013, -0.148], [0.530, -0.516, 0.411], [-1.520, 1.135, -0.568], [0.935, -1.775, 0.878], [-1.574, 0.673, 0.098], [-0.067, 0.244, -0.176], [1.160, 0.265, -1.631], [-0.465, -0.050, 0.470], [-0.018, -0.049, 0.307], [-0.083, -0.135, 0.334], [0.201, -0.180, 0.489], [0.584, 0.281, -0.541], [0.087, 0.031, -0.051], [-0.063, 0.031, 0.094], [0.018, -0.028, -0.136], [0.110, 0.247, 0.158], [-0.087, -0.165, -0.283], [-0.146, -0.128, 0.024], [-0.099, 0.173, -0.205], [0.127, 0.003, -0.107], [0.062, -0.104, 0.204], [-0.205, 0.031, 0.100], [0.689, -0.377, 0.921], [-0.938, -0.426, -0.475], [0.673, 0.054, 0.394], [-0.328, -0.393, -0.124], [-0.515, 1.002, -0.956], [1.442, -0.092, 1.313], [-0.971, 0.779, -0.267], [-0.006, -0.155, -0.168], [-0.103, -0.461, 0.540], [0.658, -0.136, -0.642], [-0.492, -0.103, 0.814], [-0.034, -0.140, 0.212], [0.114, -0.207, 0.032], [0.078, -0.125, 0.189], [0.187, -0.164, -0.277], [-0.689, -0.308, -0.747], [1.225, 0.137, -0.183], [-0.173, -0.171, -0.090], [0.574, 1.004, 0.722], [-1.106, 0.059, -0.410], [-0.175, 0.101, 0.245], [0.107, -0.256, -0.139], [0.016, -0.368, -0.112], [-0.305, 0.068, 0.303], [0.032, 0.071, 0.357], [0.122, 0.222, -0.055], [-0.055, 0.523, -0.214], [-0.032, -0.210, 0.130], [0.169, -0.240, 0.006], [0.218, -0.044, -0.282], [-0.170, 0.256, -0.315], [0.039, -0.337, -0.156], [-0.066, 0.245, -0.201], [0.095, -0.294, -0.024], [0.017, 0.278, -0.119], [-0.113, -0.063, 0.286], [0.091, 0.181, -0.216], [-0.031, 0.187, -0.242], [-0.234, -0.036, 0.222]],
  "mulliken_charge": [-1.158, -0.266, -0.222, 0.475, -1.005, 0.891, -0.880, 0.300, -0.260, -0.562, -0.604, -0.499, -0.770, 0.398, 0.281, 0.230, 0.314, 0.317, 0.539, 0.684, 0.397, 0.356, 0.320, -0.855, -0.284, -0.109, -1.484, 0.150, -0.165, 0.753, 0.366, -0.427, 0.199, -0.696, -0.534, -0.383, -0.776, -0.565, -0.049, -0.828, -0.209, -0.753, -0.324, 0.268, 0.370, 0.318, 0.508, 0.520, 0.413, 0.812, 0.464, 0.385, 0.405, 0.350, 0.314, 0.405, 0.330, 0.301, 0.279, 0.353, 0.398, 0.504]
}

Copy entry 1 word for word.
{
  "formula": "C6H12BNO6",
  "method": "ωB97M-V with the def2-TZVPD basis set",
  "e_lumo_ha": 0.0001,
  "largest_force_ev_per_a": 5.3,
  "homo_lumo_gap_ev": 9.78,
  "e_above_lowest_ev": 2.8009,
  "total_energy_ev": -20867.686,
  "symbols": ["O", "C", "O", "C", "C", "C", "O", "C", "O", "N", "C", "B", "O", "O", "H", "H", "H", "H", "H", "H", "H", "H", "H", "H", "H", "H"],
  "xyz": [[0.701537, 3.453615, -1.730806], [0.673069, 2.432531, -0.990487], [1.752357, 1.472291, -0.994617], [-0.579272, 2.128480, -0.023075], [-0.068900, 2.120291, 1.532169], [-0.136307, 0.645943, 2.155623], [0.734638, -0.282714, 1.400838], [0.153502, -1.581464, 1.670549], [0.382114, -2.153602, 2.772317], [-0.743698, -2.235943, 0.707271], [-0.022424, -2.720649, -0.512804], [-0.068025, -1.696096, -1.778611], [1.209377, -1.404951, -2.443649], [-1.251199, -1.085687, -2.327710], [1.590363, 0.824244, -1.730829], [-1.330033, 2.997090, -0.140618], [-1.064400, 1.132201, -0.300316], [-0.788407, 2.798420, 2.106948], [1.005959, 2.516802, 1.549350], [-1.202233, 0.201252, 2.050860], [0.160291, 0.620317, 3.267760], [-1.532090, -1.612384, 0.482723], [-0.563779, -3.691583, -0.843632], [1.084617, -2.969229, -0.293607], [1.125921, -1.808136, -3.339130], [-1.222980, -0.101039, -2.246521]],
  "forces_ev_per_a": [[0.047, -4.224, 3.181], [-0.324, 2.092, -2.450], [-2.269, 0.986, -0.478], [0.964, 0.750, 0.388], [-0.298, -0.909, -0.715], [-0.457, 0.434, 0.159], [-2.113, -1.451, 0.552], [0.786, -1.909, 3.800], [-0.635, 2.596, -4.615], [1.257, 1.227, 0.605], [-0.035, -0.455, -1.054], [0.872, 0.780, -0.978], [-2.212, -1.161, 0.264], [1.489, 0.036, 1.732], [0.276, 0.677, 0.769], [1.282, -1.541, -0.116], [0.704, 1.290, 0.381], [1.267, -0.977, -0.578], [-1.622, -0.552, 0.281], [1.392, 1.152, 0.339], [-0.412, 0.089, -1.734], [0.603, -0.285, -0.124], [1.031, 1.329, 0.512], [-1.935, 0.322, -0.142], [0.267, 0.871, 0.570], [0.073, -1.167, -0.549]],
  "mulliken_charge": [-0.555, 0.384, -0.417, -0.037, -0.709, -0.457, -0.185, 0.366, -0.522, -0.203, -0.458, 0.684, -0.631, -0.607, 0.277, 0.346, -0.027, 0.324, 0.328, 0.344, 0.284, 0.334, 0.242, 0.253, 0.305, 0.335]
}